21
Properties=species:S:1:pos:R:3:forces:R:3 method="wB97M-V/def2-TZVPD" gap_ha=0.3201 homo_ev=-8.66 fmax_ha_per_bohr=0.074 spin_multiplicity=1 e_lumo_ev=0.05 total_charge=0 e_above_lowest_kcal_mol=4.5
C -0.625465 0.412038 2.733903 0.7229 -0.7886 -0.9318
C 0.294048 1.386761 2.432666 -0.0228 2.9410 1.2765
C -0.837701 -0.621320 1.791505 -1.6387 -0.9634 3.2308
C 0.833693 1.386812 1.154355 0.7311 0.8911 -0.1279
C -0.253684 -0.656662 0.589654 0.6908 0.3832 -1.5070
C 0.585406 0.387141 0.239909 0.2967 0.4519 -0.5074
C 0.932374 -1.793746 -2.481537 0.5473 0.9036 0.6210
N -0.858293 2.749409 -1.657647 -0.6485 -0.9288 0.0898
N -0.736143 1.653978 -1.576891 -2.5391 2.8363 -0.3929
N 0.419950 -0.697061 -2.122396 -0.3391 -1.0745 -0.2818
P 1.082935 0.699423 -1.511499 2.3836 -0.6710 0.3692
Cl 3.141146 0.443568 -1.374385 0.7105 -0.6273 0.1109
Cl -3.064334 -1.838633 -1.214647 0.6245 0.4750 -0.1940
H -1.113213 0.406268 3.672181 -0.5119 -0.1246 0.7400
H 0.481846 2.366955 3.143128 -0.4479 -2.8756 -1.7863
H -1.476452 -1.474201 2.115110 0.2936 0.8183 -0.4118
H 1.415449 2.254622 0.846762 0.1220 -0.1910 0.0330
H -0.498492 -1.384264 -0.158917 0.0422 -0.4842 0.2387
H 2.001910 -1.985127 -2.499026 0.2849 0.1247 -0.0148
H 0.299190 -2.624426 -2.673039 -0.6839 -0.6599 -0.5736
H -2.024166 -1.071533 -1.449189 -0.6181 -0.4362 0.0194